(1)
Entry from the OMol25 dataset: a cluster of 2 separate species, C2H3NO in total (wB97M-V/def2-TZVPD).

```
! RIJCOSX wB97M-V def2-TZVPD def2/J DEFGRID3
* xyz 0 1
C 1.4765 -0.5319 1.2136
C -0.6585 0.2718 -0.6500
N 2.1104 -0.9825 2.0551
O 0.3835 1.0206 -0.2346
H -1.5216 0.8679 -1.0884
H -1.1316 -0.1990 0.2401
H -0.6587 -0.4469 -1.5358
*
```

energy relative to the best compared isomer or geometry (same formula, charge and spin)	6.861	eV
lowest unoccupied orbital energy (spin up / spin down)	-4.34 / -4.25	eV
orbital gap (spin up / spin down)	6.86 / 7.16	eV
HOMO (spin up / spin down)	-11.20 / -11.41	eV

---

(2)
Entry from the OMol25 dataset: an isolated molecule of C8H13NO3 (wB97M-V/def2-TZVPD).

```
! RIJCOSX wB97M-V def2-TZVPD def2/J DEFGRID3
* xyz 0 1
C -0.2294 -1.7717 2.1668
N -1.0568 -1.8869 0.9062
C -2.0907 -0.7910 0.7735
C -0.2185 -2.0654 -0.3392
O -0.1054 -3.3340 -0.8223
C 0.5248 -0.8889 -1.2035
C 1.3026 0.2475 -0.3151
C 1.5038 1.4564 -1.4533
C 0.1759 2.4258 -1.1699
C 0.1273 2.3704 0.4693
O -0.2319 3.2707 1.3902
O 0.5893 0.9926 0.7340
H -0.0014 -2.8885 2.5198
H 0.8242 -1.2689 2.0179
H -0.8704 -1.2871 3.0309
H -2.0544 -0.0329 1.6936
H -2.0266 -0.1705 -0.2233
H -3.1604 -1.2808 0.8086
H -0.1705 -0.3384 -1.9844
H 1.3597 -1.4352 -1.8586
H 2.4250 -0.0058 -0.0785
H 1.5205 1.1151 -2.5958
H 2.3982 2.2004 -1.3028
H 0.2137 3.5315 -1.5727
H -0.7485 1.8356 -1.5916
*
```

energy relative to the best compared isomer or geometry (same formula, charge and spin)	6.450	eV
lowest unoccupied orbital energy	0.25	eV
orbital gap	9.45	eV
HOMO	-9.20	eV
structure (SMILES)	CN(C)C(=O)C[C@H]1CCC(=O)O1

---

Number 1: M 57.1 u, E_tot -207.74552 a.u.. Number 2: M 171.2 u, E_tot -592.89539 a.u..